(1)
Entry from the Open Molecules 2025 dataset: a cluster of 2 separate species, C35H47ClFN3OSi in total (the ωB97M-V functional and the def2-TZVPD basis).

```
89
Properties=species:S:1:pos:R:3
Cl 6.87 -4.53 1.73
C 6.61 -3.45 0.31
N 5.48 -2.47 0.48
C 4.14 -3.18 0.66
C 3.05 -2.15 0.76
N 3.68 -0.81 0.54
F 0.46 1.49 1.83
C 4.33 -0.67 -0.76
C 5.44 -1.68 -0.80
C 4.57 -0.53 1.69
C 5.71 -1.52 1.65
H 7.55 -2.90 0.16
H 6.41 -4.10 -0.55
H 4.01 -3.80 -0.23
H 4.23 -3.79 1.55
H 2.23 -2.33 0.05
H 2.60 -2.14 1.76
H 3.61 -0.82 -1.58
H 4.72 0.35 -0.86
H 6.41 -1.19 -0.88
H 5.28 -2.39 -1.60
H 4.94 0.50 1.66
H 3.99 -0.64 2.62
H 5.76 -2.13 2.55
H 6.66 -1.02 1.45
C -5.55 -2.20 -0.37
Si -4.54 -1.78 -1.87
C -3.23 -3.06 -2.18
C -5.57 -1.45 -3.37
O -3.82 -0.29 -1.62
C -2.59 0.18 -1.07
C -2.24 -0.71 0.17
C -1.22 -1.68 0.14
C -0.80 -2.31 1.33
C -1.44 -2.01 2.54
C -2.57 -1.18 2.52
C -3.03 -0.63 1.32
C -1.52 0.22 -2.17
C -1.93 0.29 -3.51
C -0.98 0.44 -4.54
C 0.37 0.53 -4.22
C 0.80 0.41 -2.90
C -0.15 0.27 -1.87
C -2.99 1.73 -0.74
C -3.43 2.62 -1.96
C -2.42 3.75 -2.15
C -1.43 3.69 -0.98
N -1.92 2.54 -0.13
C -1.43 2.23 1.05
C -0.07 2.69 1.46
C 0.24 3.51 2.73
C 1.54 4.00 3.02
C 1.89 4.34 4.34
C 0.98 4.21 5.41
C -0.12 3.40 5.16
C -0.48 3.06 3.85
H -6.10 -3.13 -0.53
H -4.95 -2.31 0.53
H -6.29 -1.40 -0.19
H -3.71 -3.93 -2.66
H -2.44 -2.69 -2.85
H -2.76 -3.39 -1.25
H -6.15 -2.34 -3.61
H -6.26 -0.61 -3.19
H -4.95 -1.19 -4.24
H -0.72 -1.95 -0.79
H 0.01 -3.03 1.30
H -1.07 -2.44 3.47
H -3.08 -0.95 3.47
H -3.92 0.01 1.32
H -2.98 0.21 -3.75
H -1.34 0.51 -5.58
H 1.11 0.69 -5.03
H 1.86 0.41 -2.64
H 0.18 0.16 -0.84
H -3.88 1.66 -0.05
H -3.67 2.08 -2.87
H -4.35 3.12 -1.62
H -1.87 3.74 -3.10
H -2.89 4.75 -2.11
H -0.43 3.47 -1.39
H -1.39 4.65 -0.43
H -1.98 1.46 1.66
H 0.33 3.14 0.52
H 2.28 4.00 2.22
H 2.89 4.68 4.60
H 1.29 4.46 6.45
H -0.68 2.98 5.99
H -1.19 2.27 3.64
```

Summary:
E: -66678.6327 eV
gap between HOMO and LUMO: 0.289 hartree
total charge: +2


(2)
Entry from the Open Molecules 2025 dataset: a structure of composition C35H47F5N7O5P2S3ScSeTe (the ωB97M-V functional and the def2-TZVPD basis).

```
107
Properties=species:S:1:pos:R:3
Sc 0.24 -0.34 -0.32
C -1.44 1.88 -2.04
N -1.80 0.93 -1.00
C -2.32 1.53 0.21
C -1.17 2.11 0.96
N -0.08 1.42 1.18
C 0.73 2.22 1.96
C 1.97 2.00 2.57
C 2.49 3.01 3.35
C 1.85 4.23 3.51
C 0.63 4.48 2.91
C 0.08 3.46 2.17
N -1.13 3.35 1.51
C -0.40 1.26 -2.91
N 0.52 0.44 -2.44
C 1.40 0.23 -3.48
C 2.62 -0.43 -3.50
C 3.33 -0.43 -4.68
C 2.84 0.18 -5.83
C 1.63 0.87 -5.82
C 0.94 0.91 -4.63
N -0.20 1.56 -4.23
H -2.30 2.22 -2.64
H -0.99 2.77 -1.56
H -2.46 0.25 -1.40
H -3.10 2.30 0.03
H -2.77 0.73 0.81
H 2.50 1.07 2.44
H 3.43 2.84 3.85
H 2.30 5.00 4.13
H 0.13 5.43 3.02
H -1.84 4.06 1.45
H 2.99 -0.89 -2.60
H 4.29 -0.92 -4.72
H 3.41 0.13 -6.74
H 1.26 1.36 -6.71
H -0.78 2.15 -4.80
C 2.15 -2.52 6.49
C 1.78 -1.11 6.04
O 1.89 -1.03 4.63
P 0.56 -0.95 3.72
S 1.41 -1.22 1.93
S -0.69 0.46 4.32
O -0.10 -2.40 4.14
C -1.45 -2.63 3.82
C -1.90 -3.94 4.44
H 2.22 -2.57 7.57
H 3.12 -2.78 6.06
H 1.41 -3.23 6.14
H 2.48 -0.37 6.45
H 0.77 -0.85 6.35
H -1.57 -2.67 2.73
H -2.05 -1.79 4.20
H -1.37 -4.78 3.99
H -2.96 -4.06 4.28
H -1.69 -3.93 5.51
F 7.61 4.19 -2.73
C 6.43 3.67 -2.31
C 5.22 4.26 -2.68
F 5.24 5.35 -3.47
C 4.03 3.73 -2.23
F 2.88 4.33 -2.61
C 3.97 2.61 -1.38
Se 2.36 2.00 -0.68
C 5.20 2.05 -1.03
F 5.22 0.99 -0.20
C 6.41 2.55 -1.48
F 7.57 1.97 -1.11
C -4.52 -2.34 1.70
C -3.78 -3.23 0.71
O -3.54 -2.55 -0.50
P -1.97 -2.35 -0.99
O -1.27 -1.62 0.12
Te -2.20 -1.62 -3.19
O -1.42 -3.88 -0.88
C -1.59 -4.79 -1.94
C -0.25 -5.29 -2.45
H -4.85 -2.94 2.55
H -5.39 -1.89 1.22
H -3.85 -1.55 2.05
H -4.38 -4.12 0.48
H -2.84 -3.56 1.15
H -2.12 -4.28 -2.76
H -2.23 -5.61 -1.59
H 0.39 -4.43 -2.67
H -0.40 -5.87 -3.35
H 0.24 -5.90 -1.70
C 4.47 -2.40 1.61
N 3.88 -2.79 0.34
C 4.49 -2.09 -0.77
C 2.59 -3.19 0.24
S 1.60 -2.64 -1.03
N 2.19 -4.23 1.01
C 0.81 -4.46 1.30
C 3.12 -5.05 1.75
H 4.78 -1.35 1.55
H 5.35 -3.00 1.85
H 3.73 -2.47 2.41
H 5.57 -2.15 -0.65
H 4.19 -1.03 -0.80
H 4.20 -2.57 -1.71
H 0.19 -3.78 0.72
H 0.61 -4.29 2.36
H 0.51 -5.49 1.05
H 4.10 -5.00 1.27
H 2.76 -6.08 1.72
H 3.21 -4.75 2.79
```

Summary:
E: -215747.0135 eV
gap between HOMO and LUMO (spin up / spin down): 0.134 / 0.213 hartree
2S+1: 2
total charge: -1


(3)
Entry from the Open Molecules 2025 dataset: a structure of composition C35H48AsBrF6Ge2IrN2OP (the ωB97M-V functional and the def2-TZVPD basis).

```
98
Properties=species:S:1:pos:R:3
Ir -0.76 -0.07 -0.66
C -1.02 3.94 1.95
C -1.41 2.87 0.97
O -0.55 2.13 0.44
N -2.70 2.77 0.68
C -3.21 1.72 -0.19
C -2.76 1.95 -1.60
C -3.37 2.88 -2.42
C -2.88 3.10 -3.69
C -1.79 2.36 -4.13
C -1.22 1.44 -3.27
N -1.70 1.24 -2.04
H -1.18 3.56 2.96
H -1.62 4.83 1.81
H 0.03 4.17 1.83
H -3.36 3.39 1.12
H -4.30 1.70 -0.10
H -2.83 0.76 0.15
H -4.22 3.44 -2.05
H -3.34 3.83 -4.34
H -1.37 2.50 -5.12
H -0.37 0.85 -3.57
F -1.49 -0.04 1.95
P -2.22 -1.54 2.28
F -0.95 -1.92 3.14
F -2.96 -0.90 3.52
F -1.38 -2.06 0.91
F -2.87 -2.96 2.43
F -3.40 -1.06 1.28
Br 4.59 0.87 -4.53
C 3.11 0.57 -3.40
C 2.54 1.63 -2.72
C 1.45 1.41 -1.89
C 0.93 0.13 -1.72
C 1.55 -0.93 -2.38
C 2.63 -0.71 -3.23
H 2.93 2.63 -2.85
H 1.00 2.25 -1.38
H 1.20 -1.94 -2.24
H 3.08 -1.54 -3.76
C -4.76 -1.24 -1.46
C -3.73 -2.35 -1.31
As -1.92 -1.89 -1.84
C -2.16 -1.64 -3.75
C -0.88 -1.76 -4.57
C -1.03 -3.61 -1.68
C -1.71 -4.74 -2.44
H -5.77 -1.65 -1.42
H -4.66 -0.72 -2.42
H -4.67 -0.52 -0.65
H -3.98 -3.19 -1.97
H -3.70 -2.73 -0.29
H -2.62 -0.66 -3.91
H -2.89 -2.39 -4.07
H -0.13 -1.04 -4.25
H -1.08 -1.59 -5.63
H -0.44 -2.76 -4.48
H -1.00 -3.84 -0.61
H 0.00 -3.49 -2.02
H -2.67 -5.01 -2.00
H -1.08 -5.63 -2.41
H -1.88 -4.49 -3.49
C 4.29 -0.34 -0.16
Ge 3.79 1.04 1.11
C 4.88 0.90 2.71
C 3.88 2.84 0.37
Ge 1.12 0.38 1.58
C 0.90 1.38 3.24
C 0.04 0.98 4.27
C -0.04 1.74 5.43
C 0.74 2.88 5.58
C 1.62 3.26 4.58
C 1.69 2.52 3.41
C 1.70 -1.42 2.01
C 1.45 -2.50 1.17
C 1.65 -3.79 1.62
C 2.15 -4.01 2.90
C 2.46 -2.93 3.73
C 2.23 -1.64 3.30
H 4.99 0.09 -0.88
H 3.44 -0.75 -0.69
H 4.78 -1.15 0.39
H 5.88 1.17 2.37
H 4.89 -0.12 3.08
H 4.57 1.58 3.50
H 4.68 2.84 -0.38
H 4.15 3.54 1.16
H 2.96 3.16 -0.10
H -0.57 0.09 4.18
H -0.72 1.43 6.21
H 0.65 3.47 6.48
H 2.25 4.13 4.71
H 2.36 2.85 2.62
H 1.06 -2.33 0.16
H 1.42 -4.64 0.98
H 2.30 -5.02 3.26
H 2.87 -3.11 4.72
H 2.42 -0.80 3.97
```

Summary:
E: -314437.9846 eV
gap between HOMO and LUMO (spin up / spin down): 0.195 / 0.202 hartree
total charge: +2


(4)
Entry from the Open Molecules 2025 dataset: a structure of composition C35H48AsN5O6V (the ωB97M-V functional and the def2-TZVPD basis).

```
96
Properties=species:S:1:pos:R:3
V -0.15 0.72 0.48
C 2.53 4.32 1.67
O 1.40 4.06 2.57
C 0.82 2.98 2.09
N 1.24 2.43 1.02
C 2.34 3.30 0.52
C 3.62 2.59 0.19
C 3.93 1.37 0.77
C 5.17 0.78 0.55
C 6.11 1.42 -0.25
C 5.80 2.63 -0.85
C 4.56 3.22 -0.62
C -0.38 2.46 2.81
C -0.86 2.96 4.00
C -1.99 2.37 4.55
C -2.60 1.31 3.89
C -2.05 0.89 2.69
N -0.97 1.46 2.16
C -2.59 -0.20 1.84
N -1.99 -0.59 0.78
C -2.86 -1.64 0.17
C -4.10 -1.65 1.09
O -3.75 -0.73 2.18
C -2.19 -2.99 0.05
C -1.64 -3.61 1.16
C -1.13 -4.90 1.06
C -1.15 -5.56 -0.16
C -1.68 -4.93 -1.28
C -2.21 -3.65 -1.16
H 3.44 4.16 2.23
H 2.46 5.36 1.35
H 1.98 3.80 -0.38
H 3.18 0.89 1.38
H 5.42 -0.17 1.01
H 7.08 0.97 -0.42
H 6.52 3.13 -1.48
H 4.32 4.17 -1.09
H -0.36 3.80 4.48
H -2.39 2.74 5.48
H -3.48 0.83 4.28
H -3.12 -1.31 -0.83
H -4.31 -2.62 1.53
H -4.99 -1.25 0.62
H -1.62 -3.10 2.12
H -0.72 -5.39 1.93
H -0.76 -6.57 -0.24
H -1.71 -5.45 -2.23
H -2.64 -3.17 -2.03
C -3.05 2.49 -0.10
O -1.68 2.53 -0.46
C -1.54 2.96 -1.82
C -0.08 3.09 -2.12
O 0.62 1.92 -1.72
C 1.12 1.08 -2.75
C 1.99 0.09 -2.03
O 1.26 -0.62 -1.02
C 0.73 -1.86 -1.48
H -3.53 3.44 -0.34
H -3.57 1.68 -0.63
H -3.12 2.33 0.97
H -2.02 2.23 -2.48
H -2.02 3.93 -1.95
H 0.08 3.30 -3.18
H 0.34 3.92 -1.54
H 0.30 0.60 -3.28
H 1.73 1.65 -3.46
H 2.46 -0.61 -2.73
H 2.78 0.63 -1.51
H -0.13 -1.71 -2.13
H 0.41 -2.42 -0.60
H 1.50 -2.43 -2.01
C 3.17 -2.33 0.98
As 2.06 -1.58 2.32
C 1.28 -3.06 3.23
C 3.13 -0.71 3.63
O 0.86 -0.55 1.77
H 4.08 -2.69 1.47
H 3.41 -1.60 0.22
H 2.65 -3.18 0.53
H 2.06 -3.59 3.78
H 0.82 -3.71 2.51
H 0.53 -2.69 3.93
H 3.64 -1.47 4.23
H 2.47 -0.14 4.27
H 3.87 -0.06 3.17
C -4.91 -0.90 -4.11
N -3.46 -1.04 -4.28
C -2.95 -1.70 -5.48
C -2.63 -0.55 -3.38
N -1.90 -0.13 -2.59
H -5.38 -1.88 -4.06
H -5.33 -0.34 -4.94
H -5.11 -0.36 -3.18
H -3.32 -2.72 -5.53
H -1.87 -1.71 -5.46
H -3.29 -1.16 -6.37
```

Summary:
E: -143324.1403 eV
gap between HOMO and LUMO (spin up / spin down): 0.264 / 0.310 hartree
2S+1: 4
total charge: +2


(5)
Entry from the Open Molecules 2025 dataset: a structure of composition C35H48BF4InN7O2S3SbSi3 (the ωB97M-V functional and the def2-TZVPD basis).

```
105
Properties=species:S:1:pos:R:3
In -0.08 -1.20 0.80
S -1.74 -1.06 2.80
C -0.84 -2.47 3.32
C -1.03 -3.04 4.58
C -0.01 -3.92 4.98
C 0.94 -4.41 4.13
C 1.03 -3.83 2.90
N 0.20 -2.79 2.56
H -1.88 -2.76 5.27
H 0.01 -4.42 5.94
H 1.55 -5.29 4.44
H 1.66 -4.22 2.15
N -4.87 2.60 -3.28
C -5.13 3.50 -4.28
C -6.36 3.91 -4.77
C -6.40 5.00 -5.59
C -5.22 5.67 -5.91
C -4.00 5.30 -5.41
C -3.99 4.25 -4.52
N -2.99 3.64 -3.81
C -3.53 2.73 -3.09
C -2.81 1.92 -2.10
C -3.35 0.83 -1.36
C -2.55 0.12 -0.57
N -1.22 0.38 -0.48
C -0.73 1.42 -1.08
C -1.47 2.22 -1.93
H -5.57 1.94 -2.99
H -7.23 3.25 -4.65
H -7.40 5.36 -5.94
H -5.23 6.59 -6.50
H -3.16 5.95 -5.59
H -4.39 0.55 -1.28
H -2.84 -0.78 -0.01
H 0.30 1.72 -0.84
H -1.05 3.05 -2.49
N -2.96 -3.76 -6.33
C -2.83 -3.79 -4.97
C -2.35 -2.55 -4.36
C -1.94 -2.52 -3.06
C -2.05 -3.66 -2.29
C -2.39 -4.85 -2.85
C -2.77 -4.95 -4.20
S -1.59 -3.69 -0.62
O -2.53 -2.85 0.13
O -1.32 -5.07 -0.25
N -0.24 -2.82 -0.71
C 0.94 -3.54 -0.89
S 1.25 -4.59 -2.20
C 2.88 -4.74 -1.73
C 3.10 -3.99 -0.59
N 2.01 -3.31 -0.09
H -3.10 -2.85 -6.75
H -3.59 -4.44 -6.68
H -2.29 -1.65 -4.94
H -1.46 -1.68 -2.51
H -2.31 -5.73 -2.24
H -2.98 -5.93 -4.59
H 3.57 -5.40 -2.30
H 4.08 -3.95 -0.12
F 1.10 -1.26 -2.96
B 2.05 -0.57 -2.20
F 3.30 -1.18 -2.02
F 1.51 -0.42 -0.85
F 2.19 0.74 -2.64
C 3.75 4.03 1.88
Si 2.87 2.72 0.79
C 1.85 3.73 -0.34
C 4.07 1.72 -0.24
Sb 1.67 0.83 2.08
Si 0.62 2.16 4.14
C -0.91 3.10 3.46
C 1.93 3.08 5.02
C 0.03 0.91 5.35
Si 3.68 -0.39 3.06
C 3.05 -1.22 4.60
C 3.95 -1.56 1.62
C 5.30 0.56 3.57
H 4.00 4.81 1.22
H 4.73 3.58 2.25
H 3.05 4.37 2.67
H 2.35 4.61 -0.72
H 0.93 4.22 0.10
H 1.53 3.20 -1.25
H 4.28 2.30 -1.09
H 3.63 0.79 -0.58
H 5.04 1.68 0.22
H -1.49 3.50 4.28
H -1.55 2.38 2.97
H -0.54 3.85 2.80
H 2.32 4.03 4.61
H 2.87 2.48 5.07
H 1.61 3.11 6.10
H -0.25 -0.05 4.83
H -0.83 1.22 5.94
H 0.84 0.78 6.04
H 1.95 -1.12 4.72
H 3.58 -0.73 5.39
H 3.19 -2.29 4.69
H 4.74 -2.26 1.96
H 4.32 -1.00 0.85
H 3.09 -2.15 1.33
H 5.11 1.07 4.60
H 5.61 1.27 2.75
H 6.16 -0.02 3.66
```

Summary:
E: -131005.6532 eV
gap between HOMO and LUMO: 0.275 hartree


The lowest E belongs to which entry?
C35H48AsBrF6Ge2IrN2OP


Copy entry 5 word for word.
Entry from the Open Molecules 2025 dataset: a structure of composition C35H48BF4InN7O2S3SbSi3 (the ωB97M-V functional and the def2-TZVPD basis).

```
105
Properties=species:S:1:pos:R:3
In -0.08 -1.20 0.80
S -1.74 -1.06 2.80
C -0.84 -2.47 3.32
C -1.03 -3.04 4.58
C -0.01 -3.92 4.98
C 0.94 -4.41 4.13
C 1.03 -3.83 2.90
N 0.20 -2.79 2.56
H -1.88 -2.76 5.27
H 0.01 -4.42 5.94
H 1.55 -5.29 4.44
H 1.66 -4.22 2.15
N -4.87 2.60 -3.28
C -5.13 3.50 -4.28
C -6.36 3.91 -4.77
C -6.40 5.00 -5.59
C -5.22 5.67 -5.91
C -4.00 5.30 -5.41
C -3.99 4.25 -4.52
N -2.99 3.64 -3.81
C -3.53 2.73 -3.09
C -2.81 1.92 -2.10
C -3.35 0.83 -1.36
C -2.55 0.12 -0.57
N -1.22 0.38 -0.48
C -0.73 1.42 -1.08
C -1.47 2.22 -1.93
H -5.57 1.94 -2.99
H -7.23 3.25 -4.65
H -7.40 5.36 -5.94
H -5.23 6.59 -6.50
H -3.16 5.95 -5.59
H -4.39 0.55 -1.28
H -2.84 -0.78 -0.01
H 0.30 1.72 -0.84
H -1.05 3.05 -2.49
N -2.96 -3.76 -6.33
C -2.83 -3.79 -4.97
C -2.35 -2.55 -4.36
C -1.94 -2.52 -3.06
C -2.05 -3.66 -2.29
C -2.39 -4.85 -2.85
C -2.77 -4.95 -4.20
S -1.59 -3.69 -0.62
O -2.53 -2.85 0.13
O -1.32 -5.07 -0.25
N -0.24 -2.82 -0.71
C 0.94 -3.54 -0.89
S 1.25 -4.59 -2.20
C 2.88 -4.74 -1.73
C 3.10 -3.99 -0.59
N 2.01 -3.31 -0.09
H -3.10 -2.85 -6.75
H -3.59 -4.44 -6.68
H -2.29 -1.65 -4.94
H -1.46 -1.68 -2.51
H -2.31 -5.73 -2.24
H -2.98 -5.93 -4.59
H 3.57 -5.40 -2.30
H 4.08 -3.95 -0.12
F 1.10 -1.26 -2.96
B 2.05 -0.57 -2.20
F 3.30 -1.18 -2.02
F 1.51 -0.42 -0.85
F 2.19 0.74 -2.64
C 3.75 4.03 1.88
Si 2.87 2.72 0.79
C 1.85 3.73 -0.34
C 4.07 1.72 -0.24
Sb 1.67 0.83 2.08
Si 0.62 2.16 4.14
C -0.91 3.10 3.46
C 1.93 3.08 5.02
C 0.03 0.91 5.35
Si 3.68 -0.39 3.06
C 3.05 -1.22 4.60
C 3.95 -1.56 1.62
C 5.30 0.56 3.57
H 4.00 4.81 1.22
H 4.73 3.58 2.25
H 3.05 4.37 2.67
H 2.35 4.61 -0.72
H 0.93 4.22 0.10
H 1.53 3.20 -1.25
H 4.28 2.30 -1.09
H 3.63 0.79 -0.58
H 5.04 1.68 0.22
H -1.49 3.50 4.28
H -1.55 2.38 2.97
H -0.54 3.85 2.80
H 2.32 4.03 4.61
H 2.87 2.48 5.07
H 1.61 3.11 6.10
H -0.25 -0.05 4.83
H -0.83 1.22 5.94
H 0.84 0.78 6.04
H 1.95 -1.12 4.72
H 3.58 -0.73 5.39
H 3.19 -2.29 4.69
H 4.74 -2.26 1.96
H 4.32 -1.00 0.85
H 3.09 -2.15 1.33
H 5.11 1.07 4.60
H 5.61 1.27 2.75
H 6.16 -0.02 3.66
```

Summary:
E: -131005.6532 eV
gap between HOMO and LUMO: 0.275 hartree